{"formula": "C14H12F20NO5S", "method": "ωB97M-V with the def2-TZVPD basis set", "e_homo_ev": -13.2046, "total_charge": 1, "e_tot_ev": -91612.3930, "orbital_gap_ev": 9.207, "e_lumo_ev": -4.00, "de_lowest_kcal_mol": 19.26, "elements": ["O", "C", "O", "C", "C", "N", "F", "C", "C", "C", "F", "F", "C", "F", "F", "C", "F", "F", "C", "F", "F", "S", "F", "F", "F", "F", "F", "C", "F", "F", "C", "F", "F", "F", "H", "H", "H", "H", "H", "H", "H", "H", "H", "C", "C", "O", "C", "O", "O", "F", "H", "H", "H"], "positions_angstrom": [[0.59885, -2.90549, 0.36236], [0.60377, -2.62256, -0.76043], [1.57596, -1.78359, -1.30895], [0.95153, -0.49448, -1.49349], [1.96955, 0.64936, -1.40593], [1.99444, 1.44731, -0.13122], [2.63901, 2.63006, -0.46864], [0.66582, 1.86364, 0.40058], [-0.26235, 2.47051, -0.68775], [-1.61995, 2.79247, -0.02168], [-1.32899, 3.76562, 0.88766], [-2.02050, 1.72703, 0.69924], [-2.67695, 3.41407, -0.98310], [-3.40105, 4.28832, -0.30217], [-1.94899, 4.20094, -1.82042], [-3.48944, 2.48151, -1.91397], [-2.55581, 1.81302, -2.65969], [-4.09108, 3.24172, -2.80696], [-4.42332, 1.37033, -1.36773], [-5.00362, 0.86264, -2.44844], [-3.77617, 0.33255, -0.86515], [-5.80821, 1.83904, -0.17634], [-5.93811, 3.28987, -0.78765], [-4.77397, 2.27563, 0.94688], [-5.78358, 0.35920, 0.42721], [-6.90925, 1.33748, -1.21440], [-6.98982, 2.18975, 0.81888], [2.90054, 0.79451, 0.89379], [4.13108, 0.94907, 0.43346], [2.70120, -0.48662, 1.00419], [2.88094, 1.42893, 2.32622], [2.97039, 2.73074, 2.33338], [1.85282, 0.98478, 3.01294], [3.94910, 0.96075, 2.93583], [-0.21667, -3.00246, -1.40330], [0.54701, -0.49367, -2.52210], [0.08385, -0.43524, -0.81984], [2.95808, 0.24697, -1.67182], [1.73658, 1.36460, -2.20533], [0.74903, 2.63901, 1.17421], [0.21648, 0.97403, 0.86854], [-0.42427, 1.80659, -1.54454], [0.19295, 3.42288, -0.98505], [3.22292, -4.73917, 1.73299], [3.23486, -6.11879, 2.33511], [3.39264, -6.95086, 1.20109], [4.08466, -6.21844, 0.27700], [4.61840, -6.67022, -0.67666], [4.08194, -4.89354, 0.60347], [2.05300, -6.40749, 2.93032], [2.22946, -4.44234, 1.39471], [3.60477, -3.98088, 2.41438], [4.05047, -6.29908, 3.03832]], "forces_ev_per_angstrom": [[0.44, -0.60, 2.86], [-0.44, -0.02, -2.10], [-0.66, 0.64, 0.26], [-0.22, -0.83, -0.65], [-0.44, -0.65, -1.43], [-0.24, 0.22, -0.39], [0.11, -0.05, 0.10], [-1.75, -0.11, 0.08], [0.26, -0.29, 0.12], [1.67, 0.29, 0.39], [-0.27, 0.08, 0.05], [-0.63, -0.16, -0.33], [0.75, 0.80, 0.11], [-1.01, -0.43, 0.38], [0.33, -0.37, -0.41], [1.01, -0.04, -0.38], [0.41, -0.52, 0.57], [-1.07, 0.47, 0.22], [-1.00, -0.66, -0.66], [-0.30, 0.38, -0.86], [1.29, 0.31, 0.87], [-2.63, -1.17, 0.78], [0.77, 0.03, 0.16], [0.27, 0.39, -0.61], [0.14, 0.38, -0.14], [0.34, 0.27, 0.19], [0.54, 0.07, -0.10], [1.89, 0.54, 1.13], [0.23, 0.38, -0.53], [-1.28, -0.54, -0.32], [0.75, -0.86, 0.63], [-0.58, 0.92, -0.42], [-1.20, 0.25, -0.05], [0.80, -0.39, -0.01], [0.59, 0.41, -0.57], [0.14, 0.30, 0.33], [0.33, 0.48, -0.05], [-0.09, 0.27, 0.68], [0.00, 0.08, 0.54], [0.70, -0.42, -0.15], [0.27, 0.18, -0.19], [0.09, 0.25, 0.17], [-0.32, -0.29, -0.31], [0.08, 0.55, 0.11], [-0.48, -0.25, -0.02], [0.45, 0.48, 0.08], [0.14, -0.24, -0.47], [-0.13, 0.10, 0.07], [-0.10, -0.30, 0.14], [0.04, -0.05, 0.05], [-0.08, -0.21, 0.12], [0.18, -0.01, -0.14], [-0.11, -0.07, 0.08]]}

{"formula": "C3H3N2O", "method": "ωB97M-V with the def2-TZVPD basis set", "e_homo_ev": -16.6492, "total_charge": 1, "e_tot_ev": -8172.6560, "orbital_gap_ev": 8.526, "e_lumo_ev": -8.12, "de_lowest_kcal_mol": 144.21, "elements": ["C", "C", "C", "N", "N", "O", "H", "H", "H"], "positions_angstrom": [[-0.96135, -0.14379, 0.26808], [0.09093, 1.00676, -0.14625], [-0.00937, -1.41664, -0.06066], [1.25853, 0.82230, -0.03679], [0.88716, -2.14511, -0.05150], [2.27534, 0.40346, -0.01757], [-1.69998, 0.06999, 1.15972], [-0.31769, 1.99897, -0.35610], [-1.52358, -0.59595, -0.75894]], "forces_ev_per_angstrom": [[0.89, -3.52, -4.39], [-6.62, 1.07, 0.50], [-0.82, 1.46, 3.64], [0.18, -0.11, 0.04], [-0.57, 0.21, -0.64], [4.21, -1.07, 0.20], [2.08, -0.86, -1.55], [0.39, -0.03, -0.15], [0.28, 2.85, 2.34]]}

{"formula": "C35H50As3N4O3PtS2", "method": "ωB97M-V with the def2-TZVPD basis set", "e_homo_ev": -10.0535, "total_charge": 1, "e_tot_ev": -256636.2625, "orbital_gap_ev": 6.817, "e_lumo_ev": -3.24, "de_lowest_kcal_mol": 8.73, "elements": ["Pt", "C", "As", "C", "C", "C", "C", "C", "As", "C", "C", "C", "As", "C", "C", "H", "H", "H", "H", "H", "H", "H", "H", "H", "H", "H", "H", "H", "H", "H", "H", "H", "H", "H", "H", "H", "H", "H", "H", "H", "H", "H", "N", "C", "C", "C", "C", "C", "C", "S", "O", "O", "N", "C", "N", "C", "C", "C", "N", "H", "H", "H", "H", "H", "H", "H", "H", "H", "O", "S", "C", "C", "C", "C", "C", "C", "C", "C", "C", "C", "C", "C", "C", "C", "H", "H", "H", "H", "H", "H", "H", "H", "H", "H", "H", "H", "H", "H"], "positions_angstrom": [[-0.46714, 1.03647, 0.25380], [0.75282, 1.86333, 3.97445], [-0.24300, 0.83462, 2.64231], [-2.04905, 1.16277, 3.29720], [0.24549, -0.96798, 3.27161], [-0.58182, -2.23025, 2.97256], [0.27317, -3.40162, 3.49181], [-0.77779, -2.46808, 1.47005], [-1.74577, -1.17201, 0.33360], [-1.47393, -2.15331, -1.30540], [-3.67836, -1.50312, 0.50389], [-1.94667, -2.16148, 3.69855], [-2.76265, -3.87448, 4.33224], [-3.78495, -4.38706, 2.72875], [-4.27275, -3.00709, 5.23700], [0.33466, 1.64051, 4.95449], [0.64549, 2.92678, 3.76678], [1.81208, 1.61563, 3.96094], [-2.23224, 0.74178, 4.28378], [-2.75693, 0.75235, 2.57999], [-2.19777, 2.24225, 3.33937], [0.34128, -0.87366, 4.35642], [1.25555, -1.12136, 2.87929], [1.26699, -3.38663, 3.04030], [-0.19466, -4.35530, 3.24879], [0.37972, -3.34769, 4.57677], [-1.27273, -3.43111, 1.32769], [0.19734, -2.51583, 0.97359], [-1.58032, -3.22184, -1.11808], [-0.47545, -1.93849, -1.67444], [-2.20166, -1.84287, -2.05297], [-3.87503, -2.56116, 0.34543], [-4.14661, -0.92414, -0.29257], [-4.09295, -1.17980, 1.45601], [-2.66742, -1.63896, 3.06593], [-1.83763, -1.57440, 4.61464], [-3.13807, -4.71247, 1.91459], [-4.41692, -3.56642, 2.38944], [-4.42343, -5.22755, 3.00000], [-3.94485, -2.55482, 6.17210], [-5.02452, -3.75935, 5.47349], [-4.73025, -2.24168, 4.60839], [-3.17371, -2.87118, -6.40750], [-2.43483, -1.93842, -5.71905], [-3.03165, -0.76754, -5.23254], [-2.30225, 0.13075, -4.47874], [-0.97233, -0.13348, -4.18066], [-0.35987, -1.27798, -4.67288], [-1.08045, -2.16738, -5.44239], [-0.05180, 0.89544, -3.06294], [0.97829, 0.04247, -2.51817], [0.32916, 2.11953, -3.69401], [-1.03494, 1.22591, -1.77918], [-1.93005, 2.23461, -1.69283], [-2.21631, 2.55939, -0.41259], [-3.10767, 3.51533, -0.19509], [-3.74034, 4.17908, -1.23022], [-3.37732, 3.78347, -2.51013], [-2.49405, 2.82714, -2.74717], [-4.03604, -2.57141, -6.82664], [-2.67063, -3.57591, -6.91690], [-4.07563, -0.57687, -5.45105], [-2.75255, 1.04495, -4.12122], [0.68079, -1.46104, -4.43688], [-0.60471, -3.05797, -5.83549], [-3.32411, 3.74903, 0.84134], [-4.46733, 4.95544, -1.05037], [-3.81950, 4.24011, -3.38949], [1.82616, 1.31443, -0.09592], [2.91192, 0.28277, -0.11429], [3.65733, 0.38031, 1.58872], [4.19602, 1.72932, 1.96643], [5.54235, 1.87441, 2.29033], [6.04701, 3.10289, 2.68822], [5.21958, 4.21377, 2.73666], [3.88004, 4.08523, 2.39833], [3.36602, 2.84987, 2.03613], [4.36053, 1.03469, -0.95710], [4.18644, 1.03329, -2.44530], [4.30678, -0.15594, -3.16013], [4.16378, -0.16009, -4.53614], [3.90109, 1.02385, -5.21126], [3.76961, 2.20703, -4.50334], [3.90467, 2.21074, -3.12457], [4.43647, -0.38232, 1.61601], [2.84158, 0.08112, 2.24885], [6.19936, 1.01341, 2.24181], [7.08859, 3.19106, 2.96809], [5.61434, 5.17479, 3.03843], [3.23009, 4.95102, 2.42378], [2.32148, 2.75528, 1.78270], [5.20766, 0.41527, -0.65501], [4.46011, 2.03966, -0.54994], [4.51902, -1.08034, -2.63332], [4.26475, -1.08735, -5.08624], [3.79501, 1.02129, -6.28819], [3.54595, 3.12783, -5.02456], [3.79484, 3.13478, -2.56901]], "forces_ev_per_angstrom": [[0.03, -1.48, -0.14], [0.13, 0.16, -0.50], [-0.72, -0.50, 0.27], [-0.01, 0.07, -0.02], [0.09, 0.21, -0.11], [-0.14, -0.01, -0.03], [-0.14, 0.10, 0.03], [-0.20, 0.25, 0.08], [0.58, 0.03, 0.04], [0.07, 0.13, -0.24], [0.26, 0.49, 0.07], [0.12, -0.14, -0.10], [-0.04, 0.12, -0.10], [-0.01, 0.04, 0.03], [0.00, 0.03, 0.00], [-0.09, -0.10, -0.06], [0.00, 0.00, 0.02], [0.00, -0.03, -0.03], [0.10, 0.00, 0.00], [-0.03, 0.00, 0.04], [0.04, 0.01, -0.03], [0.03, 0.03, 0.00], [-0.01, 0.04, 0.01], [-0.01, 0.01, 0.00], [0.02, -0.05, 0.04], [0.03, -0.04, 0.00], [0.00, -0.01, -0.06], [-0.03, -0.05, -0.02], [-0.05, 0.03, 0.08], [0.09, 0.01, -0.09], [0.02, 0.06, -0.05], [0.11, -0.03, 0.02], [-0.01, -0.03, 0.00], [0.04, -0.01, 0.00], [-0.08, 0.02, 0.14], [-0.02, -0.06, 0.03], [0.05, 0.00, 0.03], [0.01, 0.00, 0.01], [0.00, 0.00, 0.00], [0.03, 0.00, -0.01], [0.02, -0.02, -0.01], [0.01, 0.00, -0.02], [-0.01, -0.03, 0.04], [0.10, 0.08, 0.11], [0.03, -0.07, -0.06], [0.01, 0.00, -0.06], [-0.11, 0.16, 0.45], [0.12, 0.03, 0.09], [-0.09, -0.03, -0.10], [0.48, -0.20, -0.19], [-0.24, 0.00, -0.04], [-0.10, 0.14, -0.12], [0.50, -0.59, 0.88], [-0.78, 0.91, -0.32], [0.40, 0.06, 0.02], [-0.16, 0.08, 0.00], [0.06, -0.06, 0.04], [-0.03, 0.00, 0.04], [0.19, -0.33, -0.13], [0.00, -0.01, -0.04], [-0.03, 0.01, -0.07], [0.01, 0.04, 0.00], [-0.08, 0.01, 0.01], [-0.04, -0.06, 0.00], [0.03, 0.01, 0.03], [0.03, 0.02, 0.00], [0.00, 0.01, 0.00], [0.00, 0.04, 0.04], [-0.65, 0.98, 0.00], [0.81, -0.29, 0.56], [-0.18, 0.11, -0.46], [-0.01, 0.07, 0.16], [-0.04, -0.08, -0.04], [0.08, 0.03, 0.02], [-0.01, 0.01, -0.02], [-0.02, 0.01, 0.03], [0.08, -0.04, -0.04], [-0.57, -0.07, -0.15], [-0.01, -0.07, -0.09], [0.04, 0.06, 0.06], [0.00, -0.09, -0.03], [-0.04, 0.00, -0.02], [-0.09, 0.03, -0.06], [0.03, 0.01, 0.13], [-0.05, -0.07, 0.05], [0.02, -0.08, -0.05], [0.01, 0.00, 0.02], [0.01, 0.00, -0.05], [0.01, -0.01, 0.00], [0.00, -0.02, 0.01], [-0.07, 0.00, -0.08], [-0.01, 0.01, 0.10], [0.05, -0.01, 0.02], [0.00, 0.00, -0.02], [0.00, 0.01, 0.01], [0.00, 0.00, 0.01], [0.00, 0.01, 0.01], [-0.01, 0.00, -0.02]]}

{"formula": "C19H24Cl36INO", "method": "ωB97M-V with the def2-TZVPD basis set", "e_homo_ev": -9.6736, "e_tot_ev": -482535.5928, "orbital_gap_ev": 9.810, "e_lumo_ev": 0.14, "elements": ["C", "C", "C", "I", "C", "C", "C", "C", "O", "N", "H", "H", "H", "H", "H", "H", "H", "H", "H", "H", "H", "H", "C", "Cl", "Cl", "Cl", "H", "C", "Cl", "Cl", "Cl", "H", "C", "Cl", "Cl", "Cl", "H", "C", "Cl", "Cl", "Cl", "H", "C", "Cl", "Cl", "Cl", "H", "C", "Cl", "Cl", "Cl", "H", "C", "Cl", "Cl", "Cl", "H", "C", "Cl", "Cl", "Cl", "H", "C", "Cl", "Cl", "Cl", "H", "C", "Cl", "Cl", "Cl", "H", "C", "Cl", "Cl", "Cl", "H", "C", "Cl", "Cl", "Cl", "H"], "positions_angstrom": [[0.97959, -4.26986, 2.46250], [2.54471, -4.42067, 2.19933], [3.23817, -3.14919, 1.53162], [5.40455, -3.37072, 1.79039], [2.66736, -1.75674, 2.03259], [3.66736, -0.56555, 2.40244], [2.55188, 0.39880, 3.06640], [1.33739, 0.14030, 2.03346], [0.31045, 0.82850, 2.03155], [1.66972, -1.02303, 1.20421], [0.50043, -3.37158, 1.95527], [0.85979, -4.07551, 3.58324], [0.37662, -5.18474, 2.15118], [2.70621, -5.29371, 1.48017], [3.09889, -4.67235, 3.15668], [3.05035, -3.23473, 0.40770], [2.10466, -1.89090, 3.01588], [4.51140, -0.82263, 3.10741], [3.92244, -0.12468, 1.38869], [2.42475, -0.06485, 4.10582], [2.83754, 1.47803, 3.27390], [0.86777, -1.55387, 0.85248], [-2.70622, -1.19723, 2.38255], [-2.70511, -2.88969, 2.90118], [-3.19614, -1.07042, 0.68853], [-3.76826, -0.23026, 3.41696], [-1.69361, -0.80967, 2.47630], [1.49787, 2.25570, -1.41132], [1.44437, 1.21606, -2.84264], [3.14373, 2.34092, -0.76566], [0.89393, 3.87499, -1.79717], [0.85751, 1.82333, -0.65158], [-0.16572, -8.27449, 1.13984], [-0.17472, -7.22311, -0.28386], [0.97795, -7.67530, 2.34900], [-1.78942, -8.40000, 1.82970], [0.15198, -9.26663, 0.83012], [-2.02414, 2.98272, 0.58783], [-1.43908, 1.78908, -0.57851], [-2.62687, 4.42222, -0.24874], [-3.27911, 2.27890, 1.61223], [-1.19301, 3.27888, 1.22305], [-6.93911, 4.31953, 2.48679], [-6.51920, 5.31918, 3.88472], [-5.60636, 4.28134, 1.32754], [-7.36402, 2.68007, 2.99992], [-7.80465, 4.76012, 1.99993], [-6.78092, 7.82630, -0.77263], [-7.85482, 6.68483, 0.04937], [-5.14263, 7.72382, -0.11523], [-6.77199, 7.52612, -2.51508], [-7.15585, 8.83164, -0.60078], [-0.31373, 4.63623, -5.62229], [0.33520, 6.27550, -5.48862], [-1.28343, 4.23405, -4.20135], [-1.27422, 4.46582, -7.09955], [0.52040, 3.94113, -5.67507], [2.08186, -8.67014, 5.88483], [3.51499, -9.06083, 6.84382], [2.37291, -7.23543, 4.88907], [1.61430, -10.04726, 4.87875], [1.26389, -8.45200, 6.56622], [-1.71544, 1.72153, -9.62648], [-2.57708, 0.21772, -9.27030], [0.02793, 1.43381, -9.71007], [-2.30105, 2.43108, -11.13643], [-1.90894, 2.42548, -8.81943], [1.31715, 4.06539, 4.64387], [1.96750, 5.68589, 4.92341], [0.94308, 3.83358, 2.93179], [2.45805, 2.83297, 5.20382], [0.39694, 3.96308, 5.21292], [-1.73633, -2.95958, -6.89490], [-3.23468, -3.78215, -6.44031], [-0.98251, -2.21171, -5.48033], [-0.61819, -4.08726, -7.67352], [-1.97989, -2.17503, -7.60588], [7.14863, 2.62520, -2.43594], [6.03170, 1.99497, -3.65369], [7.23085, 4.38971, -2.52117], [6.66319, 2.10244, -0.81749], [8.13851, 2.22657, -2.64099]], "forces_ev_per_angstrom": [[-0.06, 0.48, 0.65], [0.05, -0.31, -0.55], [-1.49, 0.02, -0.97], [-0.76, 0.10, -0.21], [0.71, 0.11, 2.10], [-1.70, 0.44, -0.50], [1.13, -1.20, -0.66], [-0.25, 0.56, 0.96], [1.83, -1.87, -0.71], [-0.33, 1.50, 1.45], [0.72, -1.11, 0.44], [-0.19, -0.41, -1.51], [0.99, 1.33, 0.54], [-0.05, 1.13, 1.02], [-0.81, 0.30, -1.06], [0.49, 0.29, 1.45], [0.99, -0.82, -0.89], [-0.97, 0.27, -1.13], [0.50, -0.45, 1.36], [-0.64, 0.61, -1.43], [-0.57, -1.52, -1.03], [0.30, 0.42, 0.20], [-0.02, 0.09, -0.06], [0.06, 0.06, 0.00], [0.06, -0.14, 0.15], [0.01, -0.36, 0.13], [-0.17, 0.04, -0.04], [0.39, 0.20, -0.02], [-0.06, 0.03, 0.09], [-0.09, -0.03, -0.03], [0.29, -0.20, 0.25], [0.21, 0.06, -0.10], [0.03, 0.09, -0.03], [0.01, -0.08, 0.04], [-0.36, -0.48, -0.49], [0.13, -0.02, -0.04], [-0.06, 0.16, 0.04], [-0.09, -0.06, 0.14], [-0.63, -0.03, 0.02], [0.08, -0.02, -0.01], [0.73, 0.04, -0.22], [-0.12, -0.09, -0.11], [0.14, 0.01, -0.12], [-0.07, -0.02, -0.10], [-0.55, 0.26, 0.17], [-0.01, 0.08, -0.04], [0.12, -0.08, 0.13], [0.16, -0.04, -0.05], [-0.09, 0.19, -0.10], [-0.14, 0.06, -0.04], [-0.03, 0.05, 0.15], [0.04, -0.18, -0.01], [-0.01, 0.00, 0.22], [-0.02, -0.16, -0.04], [-0.08, 0.03, -0.31], [0.05, 0.04, -0.01], [-0.13, 0.11, 0.00], [0.05, -0.10, -0.02], [-0.14, 0.06, -0.05], [0.25, 0.08, 0.53], [0.01, 0.08, 0.15], [0.13, -0.02, -0.13], [0.09, 0.06, -0.05], [-0.02, 0.07, 0.01], [-0.16, 0.05, 0.07], [0.02, -0.04, 0.16], [0.05, -0.19, -0.15], [0.00, 0.13, -0.06], [-0.08, -0.13, 0.02], [0.07, 0.06, 0.14], [-0.16, 0.38, 0.36], [0.16, -0.01, -0.09], [0.02, -0.05, 0.04], [0.09, 0.09, -0.06], [-0.06, 0.00, -0.12], [-0.08, 0.11, 0.02], [0.06, -0.10, 0.11], [-0.10, 0.04, -0.03], [0.11, 0.02, 0.08], [0.03, -0.13, 0.00], [0.12, -0.01, -0.07], [-0.16, 0.06, 0.04]]}